Record 1
C35H68BrF5N4O5P3RbSTe as an isolated structure in a non-equilibrium geometry, computed with ωB97M-V with the def2-TZVPD basis set.

The geometry in XYZ format:
```
124
Properties=species:S:1:pos:R:3:forces:R:3
Rb 0.96090 -1.53194 -1.59376 0.140 -0.307 -0.165
C 0.36366 1.68678 3.21587 0.360 0.166 0.483
P -0.81123 0.27289 3.29143 0.677 -1.844 -1.642
C -2.30929 1.12389 3.73257 -0.940 2.344 1.729
N -2.27019 1.88758 4.80518 -0.197 -0.050 1.174
C -3.39280 2.52033 5.29597 0.402 -1.691 -2.130
C -3.32144 3.25711 6.46518 -0.568 0.872 0.194
C -4.42559 4.00037 6.81289 0.823 0.055 0.942
C -5.62245 3.92277 6.11105 -1.102 -0.271 -0.126
C -5.71892 3.14012 4.98889 0.247 0.045 -0.500
C -4.58544 2.43292 4.52012 0.654 1.063 0.583
N -4.56367 1.88354 3.28248 0.900 -0.587 0.608
C -3.46302 1.21794 2.92390 -1.919 0.063 -0.572
P -3.39436 0.67153 1.19486 0.394 -0.453 -1.813
C -4.53442 1.90200 0.48188 -0.472 -0.132 -0.214
C -4.48373 -0.87326 1.05849 -0.391 -0.431 -0.027
C -5.56877 -0.82015 2.18077 0.032 1.051 -0.868
C -3.57006 -2.10413 1.18492 -1.021 -0.363 0.470
C -5.10914 -0.96527 -0.38949 0.133 0.590 0.537
C -0.36409 -0.68452 4.84225 -0.178 0.302 0.328
C 0.12185 0.31059 5.92395 -0.417 -0.064 0.235
C -1.58484 -1.52691 5.40563 1.658 0.203 -0.155
C 0.75248 -1.63015 4.29401 -0.384 -0.087 1.267
H 0.05584 2.46200 3.92197 0.216 -0.039 0.171
H 0.29256 2.13404 2.21273 0.295 -0.390 0.185
H 1.40438 1.34119 3.46861 -0.957 0.380 -0.500
H -2.39622 3.27158 7.01452 0.170 0.115 0.103
H -4.37617 4.67896 7.65597 0.029 -0.145 0.162
H -6.50392 4.43540 6.52538 0.464 -0.065 -0.484
H -6.57283 3.12748 4.33172 -0.401 -0.060 0.157
H -5.55900 1.72705 0.82915 0.151 0.366 0.110
H -4.53788 1.82750 -0.60446 0.301 -0.264 -0.088
H -4.16968 2.89247 0.72244 -0.157 0.313 0.226
H -5.24921 -1.42213 2.99433 0.314 -0.629 0.933
H -6.54270 -1.17491 1.86023 -0.117 -0.271 -0.287
H -5.72938 0.20612 2.58214 -0.020 -0.707 -0.422
H -3.18377 -2.28369 2.19155 0.205 0.345 0.035
H -2.76948 -2.06360 0.47505 0.538 0.036 -0.322
H -4.14187 -3.00675 0.91760 0.121 0.247 0.050
H -6.04326 -0.39742 -0.47132 0.007 -0.094 0.173
H -5.27722 -2.01109 -0.67167 -0.003 0.143 0.295
H -4.45744 -0.55540 -1.15728 0.387 0.031 -0.077
H -0.51924 1.21326 5.97095 0.391 -0.578 -0.191
H 1.15203 0.63200 5.76822 0.057 -0.067 -0.038
H 0.03801 -0.14163 6.91114 0.281 -0.232 0.232
H -2.38422 -0.88675 5.75057 -0.230 0.266 0.061
H -1.21475 -2.11715 6.28590 -0.288 0.373 -0.763
H -1.96061 -2.20001 4.63811 -0.056 -0.115 -0.018
H 1.63195 -1.05378 3.99965 -0.030 0.033 -0.188
H 0.36955 -2.21482 3.46045 0.050 -0.005 -0.204
H 1.09270 -2.34044 5.07659 -0.177 0.333 -0.202
O -0.98082 -7.51141 -1.66056 0.993 -1.801 -0.713
H -1.59095 -6.82194 -1.88730 -0.463 1.064 -0.367
H -0.72155 -7.92937 -2.51851 -0.455 0.800 1.130
O -0.72311 -3.50036 1.39086 -0.127 -2.114 -0.849
H -0.91027 -3.30356 0.41197 0.044 0.084 0.291
H -0.80581 -4.50493 1.33116 0.192 1.985 0.285
Br 4.73529 -4.37798 -1.31829 0.309 0.102 -0.177
C 4.90729 -2.95374 -0.09247 -0.767 0.496 1.421
C 6.11072 -2.71964 0.59170 0.765 0.089 0.526
C 6.10474 -1.87622 1.72040 -2.924 0.120 -0.877
C 4.86107 -1.28372 2.08402 0.956 -0.772 -0.895
C 3.76782 -1.49995 1.25822 -0.814 -0.381 0.032
N 3.74493 -2.35840 0.23302 1.570 -0.121 -0.513
H 7.06069 -3.23013 0.34492 -0.868 0.267 -0.146
H 6.94188 -1.67719 2.33289 0.981 -0.099 0.315
H 4.70626 -0.72975 2.98978 0.251 0.360 0.169
H 2.78023 -1.06310 1.45677 0.498 0.021 0.142
O -0.21021 0.71023 -1.01211 -1.436 1.415 0.630
H -0.49840 1.28630 -1.77145 0.323 -0.380 -0.022
H -0.99886 0.81671 -0.42100 0.788 -0.487 -0.545
C -1.90165 0.52335 -5.05275 -0.633 0.499 0.083
S -2.07976 1.96569 -3.98103 -1.455 0.719 1.153
C -2.40400 3.29194 -5.10398 1.571 0.977 -2.559
O -0.70949 2.19932 -3.35211 -0.040 0.142 -0.579
H -2.28177 0.78878 -6.03516 -0.007 -0.157 -0.227
H -2.49665 -0.26618 -4.57923 0.251 0.223 -0.209
H -0.86397 0.23764 -5.09217 0.487 -0.034 -0.025
H -3.15228 2.97639 -5.87248 0.618 0.124 0.563
H -1.42878 3.56724 -5.55208 -0.340 0.585 -0.611
H -2.81733 4.14251 -4.54827 0.225 -0.421 0.066
C 2.18725 -3.67810 -4.25621 -0.007 -0.127 0.025
C 2.55132 -2.48565 -5.16081 -0.353 2.073 1.328
C 3.96911 -2.36013 -5.70428 0.200 -0.335 -0.621
C 1.47231 -2.27493 -6.28271 -0.516 0.388 0.011
N 2.33055 -1.31072 -4.35987 -0.300 -0.834 -1.132
H 2.25419 -4.60235 -4.84369 0.096 -0.115 0.333
H 1.12984 -3.53681 -3.91963 0.805 -0.244 -0.262
H 2.88601 -3.70466 -3.37616 -0.674 -0.148 -0.869
H 4.11338 -2.98355 -6.59861 0.161 0.070 0.177
H 4.62725 -2.70001 -4.91678 0.528 -0.111 0.088
H 4.20772 -1.29854 -5.92607 -0.290 -0.726 0.028
H 1.43829 -3.10681 -7.03980 0.573 0.625 0.910
H 1.62892 -1.29987 -6.79029 -0.093 -0.639 0.194
H 0.50891 -2.28166 -5.76771 -0.184 0.105 -0.216
F -2.95086 0.87332 -2.68762 -0.638 -2.515 2.766
Te -2.26069 -3.26976 -2.66971 -1.380 5.318 2.797
F -3.59397 -3.94618 -1.26586 -0.184 -0.486 -0.326
F -1.70901 -5.00080 -2.78749 0.374 -2.911 -0.976
F -0.96204 -2.87737 -4.18797 1.159 -0.298 -0.739
F -3.60196 -3.58338 -3.95876 -2.692 -1.939 -3.011
O -1.09545 -3.09422 -1.31403 2.651 -0.063 2.547
C 5.92735 2.84777 -3.70767 0.440 0.044 -0.484
C 4.60460 2.15429 -3.44474 -0.968 -1.148 0.224
P 3.78430 2.33559 -1.78878 -0.311 0.862 -0.058
C 3.47888 4.20502 -1.82934 -0.358 -0.217 0.544
C 2.20584 4.51957 -0.98843 0.121 1.193 -0.764
C 5.23694 2.23561 -0.63546 0.474 -0.127 0.184
C 4.96587 2.30441 0.88996 -0.325 1.607 -0.093
H 5.92814 3.28800 -4.71606 0.092 -0.094 0.241
H 6.76721 2.12451 -3.67969 -0.347 0.507 0.177
H 6.11510 3.66918 -3.00189 0.062 -0.241 -0.175
H 4.65330 1.04817 -3.53071 0.319 0.509 -0.261
H 3.80215 2.41639 -4.16858 0.501 0.034 0.420
H 3.37038 4.54242 -2.87906 -0.001 -0.210 0.531
H 4.34629 4.71920 -1.38347 -0.149 -0.060 -0.233
H 1.31780 4.09124 -1.45958 0.084 0.010 -0.039
H 2.03251 5.64607 -0.89232 0.280 -1.453 0.045
H 2.28453 4.05030 -0.01321 0.029 0.168 0.299
H 6.00315 2.96391 -0.93690 -0.026 -0.196 0.165
H 5.64484 1.23436 -0.80632 0.104 -0.003 -0.259
H 5.01201 3.38605 1.27336 -0.284 -1.447 -0.569
H 5.73960 1.76077 1.45387 -0.423 -0.003 -0.182
H 3.94926 1.90730 1.07500 0.585 0.080 0.295
```
Forces are in eV/Å.

Calculated values
E_LUMO in eV: 2.7131
Total charge: -2
Gap between HOMO and LUMO in hartree: 0.1130
HOMO energy in eV: -0.362

Here are the Löwdin charges for atoms 1 to 5, given in e:
1. Rb 0.67
2. C -0.26
3. P 1.01
4. C -0.44
5. N 0.11



Record 2
One molecule with the formula C18H20N2O3, computed with ωB97M-V with the def2-TZVPD basis set.

The geometry in XYZ format:
```
43
Properties=species:S:1:pos:R:3:forces:R:3
C -5.14218 -0.89255 1.97917 0.024 -0.017 0.004
C -4.41810 -0.34241 0.78823 -0.046 0.009 -0.046
C -4.85691 0.80499 0.14288 0.010 -0.054 0.058
C -4.17123 1.30409 -0.95155 0.038 0.062 -0.097
C -3.04222 0.65846 -1.41855 0.002 -0.048 -0.008
C -2.59024 -0.49168 -0.78288 0.092 0.013 -0.002
C -1.35291 -1.18540 -1.28876 -0.226 -0.308 0.197
O -0.29189 -0.25924 -1.54957 0.043 -0.001 -0.473
C 0.29885 0.27070 -0.48587 0.243 0.429 0.447
O 0.01169 0.01939 0.65658 -0.077 -0.125 -0.078
C 1.42482 1.21585 -0.87938 0.034 0.127 -0.229
C 2.54070 0.41483 -1.59340 -0.194 0.048 0.077
C 2.98313 -0.73793 -0.73897 0.109 0.035 -0.170
C 2.45309 -2.00730 -0.93212 0.008 -0.009 -0.013
C 2.81425 -3.05551 -0.10441 -0.030 -0.103 0.028
C 3.71142 -2.84678 0.92881 0.004 -0.089 0.058
C 4.25013 -1.58664 1.12503 0.046 -0.003 0.090
C 3.88849 -0.53963 0.29623 0.041 -0.001 0.002
N 1.90955 1.86971 0.30661 -0.187 -0.323 0.090
C 2.09552 3.22258 0.33792 0.171 -0.246 0.190
N 2.43685 3.70922 1.57206 0.079 0.172 0.287
O 2.04280 3.92088 -0.65159 -0.060 0.323 -0.411
C -3.27708 -0.98037 0.31569 0.000 0.102 -0.182
H -6.00932 -0.28480 2.22410 -0.065 0.003 0.059
H -5.47450 -1.91131 1.78364 -0.062 -0.058 0.052
H -4.47973 -0.91927 2.84321 -0.019 -0.019 0.103
H -5.73919 1.31581 0.50104 -0.086 0.036 0.053
H -4.51984 2.20049 -1.44274 -0.033 0.076 -0.042
H -2.50148 1.04522 -2.26983 0.042 0.062 -0.087
H -1.54030 -1.66750 -2.25244 0.088 0.059 0.143
H -1.00806 -1.92722 -0.56101 -0.055 0.062 -0.140
H 1.05108 1.98706 -1.56345 -0.006 -0.161 0.125
H 2.15060 0.05800 -2.54683 0.072 0.010 -0.030
H 3.36901 1.09958 -1.77925 -0.066 0.021 -0.053
H 1.75523 -2.17589 -1.74052 -0.062 -0.001 -0.090
H 2.39460 -4.03801 -0.26599 -0.024 -0.075 -0.017
H 3.99189 -3.66415 1.57665 0.028 -0.063 0.046
H 4.95481 -1.41938 1.92674 0.062 0.012 0.055
H 4.31029 0.44312 0.44934 0.059 0.084 -0.002
H 1.78318 1.34971 1.16262 -0.021 0.100 -0.026
H 2.24079 3.18036 2.40317 -0.015 0.021 -0.006
H 2.47100 4.71005 1.66087 -0.054 -0.057 -0.051
H -2.91859 -1.86716 0.81852 0.090 -0.106 0.090
```
Forces are in eV/Å.

Calculated values
E_LUMO in eV: 0.7508
Total charge: 0
Gap between HOMO and LUMO in hartree: 0.3625
HOMO energy in eV: -9.115

Here are the Löwdin charges for atoms 1 to 5, given in e:
1. C -0.05
2. C -0.27
3. C -0.05
4. C -0.07
5. C -0.03



Record 3
C19H19IN2O2Pb as an isolated structure in a non-equilibrium geometry, computed with ωB97M-V with the def2-TZVPD basis set.

The geometry in XYZ format:
```
44
Properties=species:S:1:pos:R:3:forces:R:3
C 3.34714 3.98841 0.89802 -0.174 -0.130 -0.031
C 4.50007 3.05278 0.53588 0.281 0.298 0.234
H 3.06863 4.61192 0.04216 -0.009 -0.070 0.112
H 3.66138 4.65273 1.70656 -0.099 0.019 -0.066
H 2.43425 3.47255 1.22980 0.423 0.126 -0.069
H 4.23006 2.25283 -0.15316 -0.127 0.013 -0.051
H 5.28945 3.64749 0.05980 -0.014 -0.255 0.057
H 4.93446 2.59326 1.43337 -0.123 0.025 -0.211
C -2.72123 1.01227 -0.86375 0.160 -0.274 -0.296
C -3.96855 0.94302 -1.50198 0.340 -0.206 0.100
C -4.24022 -0.15437 -2.31386 0.641 0.005 0.228
C -3.24792 -1.13528 -2.42165 0.379 0.116 0.285
H -2.48680 1.84357 -0.20593 0.030 0.002 -0.110
H -4.68464 1.74989 -1.35416 0.154 -0.254 -0.024
H -5.18674 -0.24479 -2.84756 0.291 -0.030 0.147
H -3.40508 -2.01030 -3.03949 -0.153 0.110 0.080
N -1.73972 0.10304 -1.00454 -0.842 -0.259 -0.147
C -2.01726 -1.00010 -1.74297 -0.784 0.912 -0.153
C -0.96540 -2.04752 -1.80951 1.279 -0.316 0.160
N 0.15045 -1.80029 -1.08048 -0.054 -1.149 -0.228
C 1.11900 -2.74362 -1.05288 -0.542 0.345 -0.344
C -0.06096 -4.15939 -2.60622 0.589 0.455 0.554
C 1.06986 -3.91740 -1.81565 -0.059 0.312 0.258
H 1.96588 -2.52366 -0.38912 -0.302 -0.128 -0.341
H 1.91836 -4.60206 -1.76884 -0.374 0.114 -0.069
C -1.08014 -3.22009 -2.58276 -0.112 0.556 0.269
H -1.97273 -3.35791 -3.17032 -0.011 -0.190 -0.077
H -0.11840 -5.05611 -3.21355 -0.109 0.130 0.042
Pb 0.87558 0.54402 0.31658 -0.804 -0.307 0.099
I -0.39488 2.92768 1.53310 -0.009 -0.058 -0.096
O 1.74295 -0.99608 2.21723 -1.355 0.268 0.249
C 0.56787 -0.85669 2.68670 0.039 0.514 -0.608
O -0.41824 -0.42473 1.96216 1.304 -0.604 0.285
C 0.30130 -1.00821 4.14954 -0.379 0.017 0.834
C -0.87789 -0.47118 4.70664 0.139 -0.043 -0.226
C -1.06211 -0.42877 6.08686 0.148 -0.119 0.374
C -0.08641 -0.94745 6.95853 0.021 -0.073 -0.881
C 1.06436 -1.53092 6.40126 -0.551 0.280 0.011
C 1.25198 -1.55585 5.01500 -0.007 0.036 0.141
H -1.64125 -0.06986 4.03584 0.339 -0.061 0.221
H -1.97064 0.02373 6.50339 0.389 -0.216 -0.241
H -0.23433 -0.90663 8.04112 0.106 -0.023 -0.403
H 1.81482 -1.94690 7.06281 0.021 -0.022 -0.109
H 2.15196 -1.99665 4.59584 -0.083 0.137 0.042
```
Forces are in eV/Å.

Calculated values
E_LUMO in eV: -0.5566
Total charge: 0
Gap between HOMO and LUMO in hartree: 0.2809
HOMO energy in eV: -8.200

Here are the Löwdin charges for atoms 1 to 5, given in e:
1. C -0.19
2. C -0.18
3. H 0.07
4. H 0.07
5. H -0.06